Entry 1:
Entry from OMol25: 2 unconnected molecules or ions with the total composition C4H6N4O in a non-equilibrium geometry (wB97M-V/def2-TZVPD).

Last column: Löwdin charge in e.
Element x y z (Å)
C 2.981 -0.534 -1.228  -0.140
C 1.894 -0.528 -0.434  -0.081
C 0.018 0.965 -0.263  0.106
C -3.010 -0.279 1.649  -0.036
N 2.994 0.648 -1.938  -0.001
N 1.925 1.341 -1.656  0.039
N -1.077 -0.597 0.380  0.098
N 1.196 0.616 -0.762  -0.202
O -2.311 -0.104 0.353  -0.279
H 3.808 -1.279 -1.374  0.118
H 1.673 -1.298 0.257  0.104
H -0.520 1.692 -0.742  0.043
H -4.110 -0.206 1.322  0.123
H -2.957 0.579 2.228  0.044
H -2.506 -1.016 2.209  0.064

Its total energy is -12244.62554 eV. As for the charge: 0. The value obtained for the relative energy (zero: lowest compared OMol25 entry of this formula, charge and spin) is 8.353 eV. The value obtained for the LUMO energy (spin up / spin down) is -0.50 / -0.65 eV. For the HOMO energy (spin up / spin down), the calculation gives -8.1 / -9.4 eV. The value obtained for the orbital gap (spin up / spin down) is 7.554 / 8.703 eV. As for the molecular weight: 126.12 g/mol.

Entry 2:
Entry from OMol25: a molecular structure, C2H7Cl2N2P in a non-equilibrium geometry (wB97M-V/def2-TZVPD).

Last column: Löwdin charge in e.
Element x y z (Å)
C -1.399 -1.690 -0.391  -0.278
C 1.450 1.672 -0.920  -0.305
N -1.442 -1.361 1.010  -0.098
N 1.672 0.861 0.261  -0.354
P 0.310 0.230 0.937  0.117
Cl -1.108 1.778 1.151  0.202
Cl 1.166 -0.123 2.634  0.336
H -2.415 -2.081 -0.569  0.087
H -1.334 -0.822 -1.043  0.043
H -0.465 -2.208 -0.663  0.076
H 0.582 2.277 -1.085  0.010
H 2.396 2.407 -0.910  0.116
H 1.449 1.034 -1.884  0.086
H -0.862 -1.974 1.473  -0.037

Its total energy is -39498.68507 eV. As for the charge: 0. The value obtained for the relative energy (zero: lowest compared OMol25 entry of this formula, charge and spin) is 3.484 eV. The value obtained for the LUMO energy (spin up / spin down) is -1.11 / -1.55 eV. For the HOMO energy (spin up / spin down), the calculation gives -9.1 / -9.1 eV. The value obtained for the orbital gap (spin up / spin down) is 8.030 / 7.553 eV. As for the molecular weight: 160.97 g/mol.

Entry 3:
Entry from OMol25: 10 unconnected molecules or ions with the total composition C58H130F3NO28S in a non-equilibrium geometry (wB97M-V/def2-TZVPD).

Last column: Löwdin charge in e.
Element x y z (Å)
C 1.615 0.585 6.225  -0.021
C 1.273 0.152 4.895  -0.519
C -0.024 0.741 4.418  -0.114
C 0.034 2.221 4.052  -0.132
C 1.032 2.378 2.906  -0.106
C 2.433 1.983 3.250  -0.498
N 2.341 0.723 4.044  0.154
O 3.449 -0.078 3.936  0.159
C 3.039 2.954 4.183  0.007
C 3.261 1.860 2.009  0.005
C 1.189 -1.365 4.806  0.008
H 0.913 0.072 6.898  0.125
H 1.616 1.658 6.436  0.094
H 2.596 0.313 6.586  0.107
H -0.735 0.604 5.234  0.143
H -0.342 0.234 3.509  0.104
H 0.273 2.811 4.931  0.109
H -0.983 2.480 3.750  0.095
H 1.028 3.382 2.481  0.132
H 0.652 1.800 2.060  0.117
H 3.060 3.923 3.682  0.116
H 4.039 2.723 4.550  0.112
H 2.444 3.055 5.100  0.084
H 2.888 1.059 1.366  0.078
H 4.306 1.628 2.205  0.099
H 3.312 2.878 1.603  0.102
H 2.088 -1.841 5.199  0.099
H 1.068 -1.615 3.757  0.071
H 0.312 -1.712 5.345  0.098
C 0.407 0.170 -0.789  -0.626
F 0.135 1.458 -0.466  0.084
F -0.477 -0.108 -1.753  0.100
F 1.606 0.225 -1.394  0.114
S 0.334 -1.021 0.629  0.435
O 1.530 -0.673 1.339  -0.315
O -0.884 -0.674 1.327  -0.311
O 0.327 -2.270 -0.086  -0.287
C 2.224 -4.531 0.840  -0.106
O 3.298 -4.785 1.710  -0.137
C 3.600 -3.675 2.467  -0.257
C 4.904 -3.880 3.135  -0.188
O 4.823 -4.953 4.075  -0.114
C 6.041 -5.500 4.517  -0.203
C 5.744 -6.665 5.453  -0.261
O 5.233 -6.261 6.651  -0.157
C 5.125 -7.257 7.613  -0.120
H 1.883 -5.468 0.389  0.094
H 2.490 -3.910 -0.024  0.086
H 1.327 -4.148 1.325  0.052
H 2.812 -3.431 3.191  0.121
H 3.741 -2.750 1.897  0.129
H 5.153 -2.929 3.625  0.124
H 5.695 -4.076 2.404  0.133
H 6.666 -4.794 5.065  0.126
H 6.660 -5.844 3.687  0.125
H 6.691 -7.230 5.524  0.128
H 5.123 -7.376 4.875  0.136
H 6.098 -7.499 8.062  0.091
H 4.639 -8.162 7.231  0.090
H 4.449 -6.881 8.402  0.094
C 4.393 8.623 -0.479  -0.120
O 4.053 7.374 0.033  -0.165
C 2.780 6.934 -0.311  -0.226
C 2.599 5.526 0.197  -0.211
O 3.524 4.542 -0.158  -0.121
C 3.398 4.014 -1.466  -0.146
C 4.144 2.674 -1.588  -0.194
O 5.530 2.785 -1.330  -0.154
C 6.117 1.528 -1.153  -0.117
H 3.740 9.428 -0.123  0.077
H 4.230 8.689 -1.563  0.091
H 5.402 8.829 -0.129  0.095
H 2.564 7.009 -1.383  0.128
H 1.996 7.525 0.186  0.122
H 1.573 5.213 0.002  0.096
H 2.530 5.584 1.284  0.115
H 3.866 4.688 -2.184  0.135
H 2.358 3.784 -1.716  0.119
H 3.973 2.319 -2.614  0.116
H 3.644 1.943 -0.951  0.103
H 5.709 0.999 -0.288  0.083
H 7.177 1.652 -0.971  0.084
H 6.060 0.919 -2.061  0.083
C -1.208 6.587 -0.943  -0.089
O -1.965 5.387 -0.754  -0.172
C -1.489 4.604 0.326  -0.198
C -1.502 5.214 1.695  -0.158
O -0.347 6.074 1.858  -0.149
C -0.320 6.742 3.106  -0.205
C 0.641 7.866 3.168  -0.254
O 1.946 7.423 3.200  -0.179
C 2.914 8.449 3.138  -0.091
H -1.554 7.114 -1.837  0.092
H -0.140 6.420 -1.042  0.070
H -1.318 7.330 -0.145  0.084
H -0.479 4.255 0.080  0.110
H -2.136 3.722 0.297  0.121
H -1.523 4.424 2.457  0.112
H -2.451 5.776 1.806  0.131
H -0.224 6.043 3.948  0.134
H -1.257 7.301 3.239  0.131
H 0.398 8.480 4.043  0.135
H 0.452 8.466 2.273  0.133
H 2.883 9.093 4.023  0.091
H 2.788 9.063 2.243  0.080
H 3.876 7.955 3.071  0.092
C -3.459 3.494 -5.039  -0.115
O -2.374 2.857 -4.414  -0.177
C -1.434 3.747 -3.873  -0.207
C -0.273 3.002 -3.258  -0.208
O 0.792 2.770 -4.124  -0.110
C 0.809 1.470 -4.684  -0.179
C 1.907 1.408 -5.707  -0.190
O 3.243 1.493 -5.262  -0.173
C 3.645 0.363 -4.557  -0.119
H -4.131 2.723 -5.424  0.090
H -3.146 4.112 -5.883  0.084
H -4.004 4.162 -4.362  0.088
H -1.870 4.379 -3.092  0.110
H -1.050 4.448 -4.619  0.134
H -0.638 2.098 -2.758  0.113
H 0.028 3.646 -2.423  0.109
H -0.124 1.332 -5.234  0.132
H 0.838 0.748 -3.867  0.108
H 1.785 2.251 -6.392  0.134
H 1.852 0.509 -6.347  0.118
H 3.454 -0.535 -5.153  0.087
H 3.136 0.317 -3.591  0.073
H 4.710 0.436 -4.332  0.084
C -2.701 -1.721 -3.048  -0.108
O -3.207 -2.491 -4.109  -0.175
C -3.993 -3.562 -3.737  -0.220
C -4.096 -4.552 -4.929  -0.198
O -4.547 -3.904 -6.086  -0.104
C -4.070 -4.544 -7.246  -0.208
C -4.514 -3.875 -8.523  -0.210
O -5.909 -3.862 -8.652  -0.160
C -6.363 -3.753 -9.962  -0.141
H -3.487 -1.349 -2.391  0.083
H -2.191 -0.828 -3.453  0.088
H -1.966 -2.278 -2.456  0.077
H -5.016 -3.254 -3.520  0.127
H -3.538 -4.139 -2.929  0.127
H -4.833 -5.305 -4.629  0.126
H -3.098 -5.016 -5.031  0.124
H -4.372 -5.601 -7.246  0.132
H -2.984 -4.619 -7.270  0.116
H -4.080 -4.480 -9.328  0.127
H -4.131 -2.858 -8.570  0.131
H -6.076 -4.585 -10.634  0.089
H -6.022 -2.892 -10.536  0.082
H -7.453 -3.722 -9.954  0.088
C -7.605 -5.876 4.029  -0.097
O -6.704 -5.048 3.345  -0.157
C -5.393 -5.399 3.430  -0.265
C -4.672 -5.066 4.667  -0.206
O -4.544 -3.696 4.978  -0.114
C -3.741 -2.871 4.178  -0.193
C -2.262 -3.141 4.242  -0.212
O -1.940 -4.319 3.555  -0.181
C -0.573 -4.570 3.458  -0.105
H -7.636 -6.870 3.558  0.093
H -8.577 -5.395 3.916  0.091
H -7.341 -5.946 5.092  0.087
H -4.856 -4.994 2.574  0.133
H -5.242 -6.489 3.367  0.135
H -3.674 -5.519 4.621  0.123
H -5.099 -5.458 5.595  0.130
H -3.920 -1.843 4.479  0.118
H -4.055 -2.881 3.127  0.132
H -1.882 -3.207 5.264  0.130
H -1.782 -2.308 3.717  0.112
H -0.434 -5.443 2.826  0.095
H -0.141 -4.922 4.394  0.095
H -0.033 -3.726 3.028  0.069
C -5.325 5.369 2.645  -0.114
O -5.180 5.553 4.009  -0.157
C -5.311 4.398 4.768  -0.225
C -4.042 3.593 4.963  -0.183
O -3.546 3.016 3.766  -0.163
C -4.202 1.852 3.289  -0.183
C -3.526 1.203 2.140  -0.252
O -4.085 1.609 0.955  -0.141
C -3.352 1.112 -0.138  -0.102
H -6.350 5.040 2.391  0.104
H -4.525 4.761 2.229  0.075
H -5.218 6.341 2.180  0.087
H -6.085 3.718 4.379  0.126
H -5.620 4.691 5.773  0.128
H -4.128 2.854 5.761  0.124
H -3.233 4.279 5.259  0.131
H -5.232 2.044 2.992  0.129
H -4.309 1.113 4.077  0.119
H -3.493 0.114 2.256  0.125
H -2.447 1.430 2.195  0.118
H -2.352 1.511 -0.239  0.058
H -3.815 1.441 -1.079  0.100
H -3.326 0.023 -0.159  0.089
C 1.102 -3.014 -3.286  -0.095
O 1.581 -2.445 -4.461  -0.205
C 0.688 -2.358 -5.521  -0.216
C 0.219 -3.659 -6.115  -0.195
O 1.175 -4.372 -6.868  -0.118
C 2.227 -4.933 -6.084  -0.184
C 3.053 -5.772 -7.007  -0.220
O 2.346 -6.911 -7.451  -0.173
C 3.146 -7.812 -8.195  -0.117
H 0.941 -4.090 -3.392  0.087
H 0.216 -2.474 -2.919  0.074
H 1.876 -2.894 -2.535  0.086
H 1.203 -1.784 -6.295  0.124
H -0.201 -1.795 -5.199  0.127
H -0.514 -3.340 -6.853  0.128
H -0.184 -4.300 -5.327  0.121
H 1.794 -5.593 -5.322  0.133
H 2.814 -4.152 -5.593  0.128
H 3.932 -6.098 -6.451  0.125
H 3.349 -5.189 -7.891  0.135
H 2.482 -8.499 -8.722  0.087
H 3.851 -8.381 -7.586  0.083
H 3.746 -7.327 -8.965  0.081

Its total energy is -140044.66908 eV. As for the charge: 0. The value obtained for the LUMO energy is -3.90 eV. For the HOMO energy, the calculation gives -8.8 eV. The value obtained for the orbital gap is 4.920 eV. As for the molecular weight: 1378.72 g/mol.

Entry 4:
Entry from OMol25: 11 unconnected molecules or ions with the total composition C3H26NO12S in a non-equilibrium geometry (wB97M-V/def2-TZVPD).

Last column: Löwdin charge in e.
Element x y z (Å)
C 0.892 1.857 1.328  -0.241
C 0.118 3.009 2.034  -0.591
S -0.205 4.455 1.014  0.662
N 0.514 0.518 1.854  0.071
C -0.394 -0.179 1.157  -0.726
O -1.135 0.551 0.324  -0.142
O -0.444 -1.365 1.222  0.034
H 0.806 1.698 0.272  0.077
H 1.951 2.131 1.624  0.119
H -0.899 2.719 2.536  0.103
H 0.670 3.289 2.915  0.042
H -1.576 4.167 0.904  -0.119
H 1.000 0.311 2.688  0.122
H -2.792 0.503 0.470  0.045
H -3.876 1.127 1.440  0.015
O -3.853 0.612 0.618  -0.158
H 0.794 -1.586 -3.472  -0.011
H -0.407 -2.278 -2.927  -0.028
O 0.361 -2.399 -3.470  -0.024
H 3.567 -0.095 1.629  0.026
H 3.553 0.477 0.273  0.091
O 4.169 0.537 1.120  -0.142
H -1.789 -1.528 -1.146  0.017
H -2.748 -2.696 -1.367  0.022
O -2.028 -2.255 -1.706  0.001
H 0.091 -3.721 -1.603  0.000
H -0.105 -2.441 -0.687  0.074
O 0.209 -3.441 -0.714  -0.092
H 0.481 -2.722 1.922  -0.016
H -0.391 -3.778 1.207  0.020
O 0.183 -3.655 1.997  -0.130
H -0.172 0.249 -1.477  0.029
H -0.931 1.182 -2.418  0.079
O -0.220 0.467 -2.438  -0.088
H 1.563 1.010 -2.529  0.040
H 1.609 2.391 -2.074  -0.013
O 2.247 1.764 -2.369  -0.105
H 3.007 -2.408 2.084  0.003
H 2.170 -2.863 0.886  0.001
O 3.064 -2.708 1.200  -0.034
H -3.546 1.789 -1.351  -0.018
H -2.446 2.874 -1.097  0.107
O -3.065 2.429 -1.871  -0.123

Its total energy is -40430.30243 eV. As for the charge: -1. The value obtained for the relative energy (zero: lowest compared OMol25 entry of this formula, charge and spin) is 2.447 eV. The value obtained for the LUMO energy is 2.37 eV. For the HOMO energy, the calculation gives -6.7 eV. The value obtained for the orbital gap is 9.024 eV. As for the molecular weight: 300.30 g/mol.

> Which of these has the highest molecular weight?

C58H130F3NO28S

> The highest molecular weight belongs to which entry?

C58H130F3NO28S